The following is a quantum chemistry calculation of a cluster of 10 separate species, C42H45F9N3O29S in total, from the Open Molecules 2025 dataset.

Last column: Mulliken charge in e.
Atoms and positions in Å:
C: -3.9799 0.2311 2.4938  0.07
C: -4.3278 -0.0310 1.3458  -0.72
N: -4.3772 -0.6896 0.0468  0.19
C: -3.5569 -0.1781 -1.0008  -0.38
C: -3.5160 -0.8241 -2.3429  0.24
C: -2.5873 -0.3176 -3.5085  0.68
C: -2.6439 1.2486 -3.7600  -0.33
S: -1.9940 1.7533 -5.4363  -0.06
C: -2.7049 0.6532 -6.7115  0.33
N: -3.7969 0.9001 -7.5790  -0.26
N: -3.9164 -0.1895 -8.3559  -0.38
C: -2.9874 -1.1796 -8.0837  0.06
O: -2.2521 -0.6177 -7.0266  -0.24
C: -4.4156 -2.0580 -2.5303  0.55
C: -4.4282 -2.8356 -3.9039  -1.09
C: -2.9569 -3.4679 -4.1234  -0.02
C: -2.9634 -5.0601 -4.2311  -0.93
C: -5.2786 -2.5724 -1.4088  0.40
C: -6.2047 -3.8390 -1.4589  -1.63
C: -5.2062 -1.8049 -0.1006  0.29
O: -5.9975 -2.2523 0.9516  -0.54
H: -3.5692 0.3950 3.5556  0.38
H: -2.9167 0.7402 -0.8143  0.56
H: -1.5210 -0.6064 -3.2144  0.13
H: -2.7921 -0.8685 -4.4771  -0.34
H: -1.9484 1.7483 -3.0088  -0.08
H: -3.6654 1.7126 -3.6357  0.52
H: -2.8351 -2.1764 -8.5770  0.36
H: -4.6656 -2.0635 -4.7070  0.20
H: -5.2511 -3.6123 -3.9760  0.44
H: -2.4524 -2.9755 -5.0142  0.25
H: -2.3560 -3.2024 -3.1875  0.13
H: -3.9527 -5.4361 -3.8363  0.30
H: -2.8586 -5.3329 -5.3259  0.31
H: -2.0955 -5.4839 -3.6341  0.10
H: -7.0830 -3.7880 -0.7384  0.45
H: -5.5918 -4.7427 -1.1134  0.36
H: -6.5572 -4.0935 -2.5069  0.37
H: -5.7998 -3.2086 1.0791  0.37
C: -0.4243 -2.9811 3.5674  -0.39
C: 0.4499 -2.1353 4.4391  0.29
O: -0.3434 -0.9834 4.6703  -0.02
C: -1.6353 -1.4135 4.6031  0.53
O: -2.5739 -0.7908 5.0070  -0.63
O: -1.7289 -2.6416 4.0298  -0.32
F: 1.5729 -1.7618 3.7865  -0.27
H: -0.3361 -2.7267 2.5082  0.26
H: -0.2288 -4.0463 3.6894  0.26
H: 0.7137 -2.5964 5.3946  0.25
C: 1.2484 2.1050 -2.1176  -0.25
C: 2.0101 0.9881 -1.4710  0.27
O: 1.3190 0.7926 -0.2498  -0.22
C: 0.0313 1.1590 -0.4961  0.33
O: -0.8934 0.8851 0.2066  -0.43
O: -0.0769 1.8744 -1.6490  -0.16
F: 3.2809 1.3613 -1.1935  -0.30
H: 1.5836 3.0911 -1.7875  0.02
H: 1.2935 2.0666 -3.2060  0.43
H: 2.0155 0.0559 -2.0425  0.28
C: -0.2642 0.7672 7.1659  1.06
C: 0.5013 -0.1484 8.0720  0.29
O: 1.0157 0.7245 9.0587  -0.35
C: 0.1193 1.7537 9.1416  0.56
O: 0.0762 2.5323 10.0403  -0.52
O: -0.7264 1.7690 8.0704  -0.38
F: 1.5437 -0.7249 7.4184  -0.30
H: 0.3648 1.2287 6.4049  -0.47
H: -1.0966 0.2646 6.6757  -0.12
H: -0.1077 -0.9212 8.5495  0.37
C: 3.7892 6.8364 -0.3662  -0.47
C: 3.3771 5.4450 -0.7400  0.29
O: 2.9879 5.5752 -2.0899  -0.16
C: 3.7358 6.6054 -2.5901  0.46
O: 3.8758 6.8280 -3.7484  -0.50
O: 4.3060 7.3384 -1.5929  -0.32
F: 2.2977 5.0409 -0.0165  -0.25
H: 2.9451 7.4538 -0.0477  0.29
H: 4.5490 6.8510 0.4154  0.31
H: 4.1751 4.7021 -0.6580  0.33
C: 2.2737 -6.4524 -2.5274  -0.36
C: 1.4103 -5.3852 -3.1251  0.28
O: 0.5593 -5.0225 -2.0542  -0.23
C: 1.2781 -5.2576 -0.9181  0.54
O: 0.9933 -4.8252 0.1551  -0.55
O: 2.3646 -6.0404 -1.1645  -0.23
F: 0.6503 -5.8772 -4.1325  -0.29
H: 1.8149 -7.4431 -2.5770  0.26
H: 3.2598 -6.4994 -2.9908  0.27
H: 1.9581 -4.5051 -3.4725  0.28
C: -1.3191 7.0955 -5.9142  -0.45
C: -2.6496 6.4344 -5.7221  0.29
O: -2.3134 5.2233 -5.0715  -0.21
C: -1.1776 5.4899 -4.3670  0.60
O: -0.7542 4.7946 -3.4926  -0.46
O: -0.5908 6.6454 -4.7761  -0.30
F: -3.2245 6.1417 -6.9111  -0.28
H: -0.8121 6.7644 -6.8239  0.29
H: -1.3919 8.1828 -5.9294  0.28
H: -3.3499 7.0016 -5.1031  0.27
C: 3.5602 3.3455 8.6426  -0.29
C: 2.9479 3.1012 7.2976  0.37
O: 3.4093 4.1935 6.5295  -0.28
C: 4.6132 4.5401 7.0720  0.51
O: 5.4148 5.2350 6.5319  -0.52
O: 4.7865 3.9850 8.3039  -0.33
F: 1.5892 3.1582 7.3547  -0.37
H: 2.9598 4.0158 9.2631  0.29
H: 3.7372 2.4223 9.1942  0.27
H: 3.2570 2.1652 6.8267  0.30
C: 5.7274 -6.4254 -0.2527  -0.28
C: 6.5051 -7.6764 0.0194  0.27
O: 6.2347 -8.4739 -1.1178  -0.31
C: 6.0078 -7.5965 -2.1369  0.68
O: 6.0103 -7.8921 -3.2900  -0.51
O: 5.7820 -6.3344 -1.6718  -0.31
F: 6.0342 -8.3143 1.1166  -0.29
H: 4.6844 -6.5004 0.0653  0.20
H: 6.1739 -5.5474 0.2143  0.28
H: 7.5835 -7.5251 0.1149  0.29
C: 1.1693 4.0805 2.4913  -0.16
C: -0.1581 3.4122 2.6661  0.17
O: 0.1747 2.2003 3.3064  -0.06
C: 1.2987 2.4625 4.0234  0.34
O: 1.7049 1.7596 4.8928  -0.50
O: 1.8876 3.6253 3.6336  -0.33
F: -0.7260 3.1199 1.4785  -0.12
H: 1.6867 3.7597 1.5866  0.16
H: 1.0909 5.1676 2.4834  0.27
H: -0.8657 3.9730 3.2829  0.18

Values from the calculation:
- Calculated total energy: -143411.8188 eV
- LUMO level: -3.8 eV
- M: 1258.86 g mol⁻¹
- Kohn-Sham gap: 7.93 eV
- Total charge: +1